Entry 1:
Density functional theory data (ωB97M-V/def2-TZVPD) for a cluster of 2 separate species, C2H6F2Si in total in a non-equilibrium geometry.

Geometry as XYZ:
```
11
Properties=species:S:1:pos:R:3:forces:R:3
C 1.262 -0.762 0.561 1.8 0.2 0.2
C -1.558 0.128 -0.298 -0.2 -0.8 -2.4
F -1.590 -1.180 0.106 0.1 -0.8 0.4
F -2.643 0.690 0.260 -0.3 0.8 0.3
Si 0.210 0.729 0.194 1.2 0.7 -4.6
H 0.966 -1.279 1.547 1.0 0.6 -1.7
H 1.417 -1.419 -0.327 -1.4 0.0 0.7
H 2.347 -0.383 0.428 -1.4 -0.2 1.5
H -1.736 0.039 -1.460 0.5 0.7 2.1
H 0.407 2.095 0.661 -0.2 -0.1 0.9
H 0.916 1.342 -1.672 -1.1 -1.1 2.7
```
Forces are in eV/Å.

Its spin multiplicity is 1. The highest occupied orbital energy is -9.56 eV. The orbital gap is 9.8 eV. The relative energy (zero: lowest compared OMol25 entry of this formula, charge and spin) comes out at 169.5 kcal/mol.

=====

Entry 2:
Density functional theory data (ωB97M-V/def2-TZVPD) for a structure of composition C2H6F5NO4PtTe.

Geometry as XYZ:
```
20
Properties=species:S:1:pos:R:3:forces:R:3
Pt 0.561 -0.469 -0.987 0.1 0.0 -0.1
N 1.005 1.227 -0.046 -0.2 0.3 0.0
C 0.987 2.382 -1.002 0.1 0.0 0.2
C 0.480 1.977 -2.381 -0.1 0.1 -0.1
O 0.385 2.819 -3.237 0.0 0.0 0.0
O 0.159 0.719 -2.521 0.0 -0.2 0.1
H 0.321 1.368 0.696 -0.1 -0.1 -0.1
H 1.914 1.138 0.400 0.0 0.0 0.0
H 1.991 2.789 -1.095 0.0 0.0 -0.1
H 0.343 3.167 -0.612 0.0 0.0 0.0
O -1.759 0.003 1.042 0.0 0.1 0.2
H -1.572 -0.817 1.511 0.0 0.0 -0.1
H -2.623 -0.127 0.640 0.0 0.0 0.0
F 2.902 -2.513 -1.185 0.0 -0.1 0.1
Te 1.448 -3.273 -0.315 0.0 0.3 0.0
F 2.577 -3.958 0.965 -0.1 -0.1 0.0
F 1.716 -4.708 -1.429 0.0 0.0 0.0
F 0.355 -2.500 -1.772 0.0 -0.1 0.1
F 0.041 -4.278 0.349 -0.1 0.1 0.0
O 0.962 -1.747 0.577 0.2 -0.1 -0.1
```
Forces are in eV/Å.

Its spin multiplicity is 1. The highest occupied orbital energy is -9.75 eV. The orbital gap is 8.4 eV. The relative energy (zero: lowest compared OMol25 entry of this formula, charge and spin) comes out at 7.0 kcal/mol.

=====

Entry 3:
Density functional theory data (ωB97M-V/def2-TZVPD) for a structure of composition C2H6F6NaO9S2 in a non-equilibrium geometry.

Geometry as XYZ:
```
26
Properties=species:S:1:pos:R:3:forces:R:3
Na 0.930 0.538 -0.570 -0.3 -0.4 0.0
C -2.050 0.551 3.096 -0.5 -0.2 -1.4
F -2.508 -0.687 3.306 0.0 -0.1 0.2
F -2.701 1.371 3.915 -0.1 0.2 0.3
F -0.751 0.567 3.423 0.2 0.1 0.3
S -2.279 1.047 1.285 -0.2 1.0 0.2
O -1.255 0.252 0.621 0.1 0.2 0.0
O -3.644 0.705 0.940 0.5 -0.1 0.4
O -2.020 2.488 1.348 0.2 -0.9 -0.1
C -0.616 -2.920 -1.121 0.8 0.1 -1.2
F -1.144 -4.125 -1.310 -0.2 -0.6 0.1
F -1.471 -2.034 -1.618 -0.4 0.5 -0.1
F -0.487 -2.717 0.168 0.1 0.2 1.0
S 1.026 -2.807 -2.015 0.7 -0.6 0.1
O 1.334 -1.368 -2.054 -0.4 0.0 0.3
O 1.937 -3.563 -1.160 -0.7 0.4 -0.4
O 0.737 -3.399 -3.309 0.1 0.4 0.5
O 3.183 1.301 -1.349 0.0 0.3 0.0
H 3.890 1.812 -0.940 -0.1 -0.1 0.0
H 3.480 1.131 -2.252 -0.2 -0.2 0.1
O 1.690 1.111 1.753 0.4 0.3 -0.2
H 1.663 0.839 2.677 -0.2 -0.1 -0.1
H 1.746 2.073 1.781 -0.2 -0.1 0.1
O -0.057 2.312 -2.026 0.1 0.1 -0.1
H 0.340 3.154 -2.269 0.0 -0.1 0.0
H -0.974 2.369 -2.321 0.1 -0.1 0.2
```
Forces are in eV/Å.

Its spin multiplicity is 1. Its net charge is -1. The highest occupied orbital energy is -6.30 eV. The orbital gap is 7.8 eV. The relative energy (zero: lowest compared OMol25 entry of this formula, charge and spin) comes out at 12.5 kcal/mol.